110
Properties=species:S:1:pos:R:3:forces:R:3 method="wB97M-V/def2-TZVPD" de_lowest_ev=0.572 lumo_energy_ev=1.732 total_charge=-1 multiplicity=1
Cs -0.434 -0.925 2.230 -0.08 0.24 -0.30
C -5.907 2.189 4.458 -0.03 0.00 0.00
C -5.175 1.373 5.317 0.01 -0.02 0.01
C -3.854 1.117 5.036 0.11 -0.14 0.04
C -3.264 1.676 3.888 -0.12 0.10 0.01
N -3.978 2.440 3.050 0.04 0.05 0.03
C -5.252 2.689 3.350 0.00 0.01 -0.06
N -1.962 1.363 3.575 -0.06 0.54 0.00
C -1.111 2.280 3.219 -0.17 -0.18 0.08
N 0.079 1.924 2.674 0.07 0.38 0.04
C 0.829 3.027 2.500 -0.17 -0.04 0.12
N 2.028 3.168 2.022 0.18 0.24 0.00
C 2.818 2.095 1.689 -0.04 -0.17 -0.06
C 3.959 2.377 0.907 0.01 0.08 -0.02
C 4.797 1.359 0.527 0.05 -0.02 -0.03
C 4.504 0.055 0.926 -0.02 -0.01 0.01
C 3.381 -0.130 1.711 0.01 0.00 0.02
N 2.562 0.845 2.097 0.09 -0.15 0.00
C 0.073 4.233 2.963 -0.15 -0.13 0.02
C 0.431 5.562 3.029 0.07 0.03 -0.03
C -0.482 6.454 3.582 0.00 0.02 0.01
C -1.706 6.005 4.065 0.00 -0.06 -0.02
C -2.059 4.658 3.992 0.00 0.06 0.02
C -1.158 3.778 3.420 0.04 -0.03 -0.01
H -6.949 2.417 4.636 0.00 0.01 0.00
H -5.639 0.941 6.196 0.01 0.00 0.00
H -3.248 0.485 5.671 -0.01 -0.01 0.00
H -5.780 3.330 2.647 -0.01 -0.01 -0.01
H 4.137 3.407 0.627 0.01 -0.01 -0.01
H 5.678 1.573 -0.070 0.00 0.00 -0.01
H 5.131 -0.787 0.662 0.02 0.00 0.01
H 3.122 -1.129 2.051 0.00 -0.01 0.02
H 1.401 5.878 2.666 -0.01 0.02 0.01
H -0.239 7.508 3.650 0.01 0.00 -0.01
H -2.399 6.713 4.502 0.00 0.00 0.00
H -3.015 4.328 4.370 -0.01 0.00 0.01
C -0.719 -6.232 1.270 -0.02 0.05 -0.02
C -1.704 -5.098 1.512 -0.08 0.02 0.11
C -2.984 -5.603 2.160 0.03 0.01 0.03
O -2.023 -4.459 0.265 0.02 0.01 -0.01
C -1.021 -3.983 2.369 0.12 -0.15 -0.15
O -1.648 -3.525 3.348 -0.14 -0.13 0.22
O 0.101 -3.608 1.973 0.31 -0.60 -0.13
H -1.166 -6.993 0.621 0.00 -0.01 0.01
H -0.438 -6.706 2.213 0.00 -0.02 0.00
H 0.174 -5.826 0.801 0.03 -0.01 0.00
H -3.436 -6.392 1.548 0.01 -0.01 -0.02
H -3.694 -4.784 2.263 0.01 -0.01 0.01
H -2.775 -6.003 3.152 -0.03 -0.01 0.00
H -2.335 -5.142 -0.337 -0.02 -0.01 -0.02
S 0.944 -2.114 -1.779 0.05 0.22 0.05
C 2.308 -1.199 -1.909 0.01 -0.63 -0.05
N 3.551 -1.730 -2.019 -0.07 0.21 -0.03
C 4.675 -0.923 -2.459 0.00 -0.01 0.04
C 4.169 0.168 -3.367 0.08 -0.01 -0.09
N 3.178 0.944 -2.647 -0.11 -0.12 0.05
C 3.222 2.393 -2.789 0.01 0.07 0.05
C 2.706 2.841 -4.133 -0.03 -0.05 -0.01
C 1.344 2.742 -4.420 0.01 -0.02 -0.01
C 0.860 3.117 -5.662 0.04 0.01 -0.02
C 1.729 3.599 -6.635 -0.03 -0.02 0.03
C 3.082 3.701 -6.357 0.03 0.01 0.00
C 3.567 3.320 -5.111 0.00 0.04 -0.01
C 2.237 0.312 -1.910 0.04 0.40 0.11
S 1.109 1.083 -0.997 -0.01 -0.05 -0.03
C 3.828 -3.141 -1.789 -0.05 0.02 0.00
C 4.151 -3.872 -3.070 0.03 -0.01 0.02
C 5.357 -4.543 -3.223 -0.02 -0.01 0.00
C 5.656 -5.202 -4.409 -0.01 0.00 -0.01
C 4.749 -5.186 -5.456 0.01 0.00 0.01
C 3.542 -4.513 -5.312 -0.01 0.01 0.01
C 3.243 -3.860 -4.127 0.01 0.01 -0.03
H 5.364 -1.570 -3.005 0.00 0.00 0.00
H 5.200 -0.486 -1.603 0.02 -0.02 -0.01
H 3.754 -0.259 -4.287 -0.01 0.01 0.01
H 4.989 0.830 -3.643 -0.03 0.02 -0.02
H 4.259 2.713 -2.656 -0.01 -0.01 0.00
H 2.627 2.812 -1.978 0.02 0.01 -0.01
H 0.672 2.365 -3.658 -0.01 -0.01 0.02
H -0.199 3.036 -5.872 0.00 0.00 0.00
H 1.350 3.895 -7.604 0.00 0.00 0.00
H 3.764 4.077 -7.110 0.01 0.00 0.00
H 4.626 3.406 -4.895 0.01 0.00 0.00
H 2.948 -3.565 -1.309 0.01 -0.04 0.02
H 4.673 -3.212 -1.098 0.00 0.02 -0.01
H 6.070 -4.552 -2.405 0.00 0.00 0.01
H 6.600 -5.722 -4.514 0.00 0.00 0.00
H 4.979 -5.697 -6.383 0.00 0.00 0.00
H 2.828 -4.501 -6.126 0.00 0.00 0.00
H 2.300 -3.341 -4.002 -0.02 0.01 0.00
Br -8.342 -2.181 2.550 0.03 0.01 0.00
C -6.487 -1.787 2.426 -0.09 -0.06 0.05
C -5.588 -2.441 3.239 0.06 -0.02 0.03
C -4.242 -2.131 3.080 0.02 0.06 -0.08
N -3.794 -1.227 2.211 -0.14 0.14 -0.05
C -4.685 -0.581 1.461 0.02 -0.04 0.06
C -6.052 -0.849 1.517 0.01 0.06 -0.05
C -4.185 0.497 0.558 0.00 0.05 -0.11
C -5.024 1.568 0.254 -0.04 -0.05 0.05
C -4.525 2.585 -0.526 0.00 0.07 -0.03
Br -5.611 4.096 -0.895 0.01 -0.01 0.00
C -3.236 2.520 -1.012 0.00 -0.03 -0.02
C -2.498 1.394 -0.679 0.07 0.02 0.01
N -2.942 0.409 0.093 -0.05 -0.09 0.10
H -5.905 -3.179 3.961 0.00 -0.01 0.00
H -3.475 -2.650 3.641 0.02 -0.04 0.04
H -6.751 -0.352 0.861 0.00 -0.01 0.01
H -6.015 1.632 0.674 -0.01 0.03 0.00
H -2.808 3.305 -1.619 -0.01 0.01 0.00
H -1.491 1.284 -1.059 0.05 -0.03 0.02


110
Properties=species:S:1:pos:R:3:forces:R:3 method="wB97M-V/def2-TZVPD" de_lowest_ev=0.000 lumo_energy_ev=1.379 total_charge=-1 multiplicity=1
Pt 0.706 -0.584 -0.975 0.71 1.00 -1.04
C 4.660 2.173 1.244 0.28 0.45 0.62
N 3.983 1.507 0.175 -0.68 -0.69 -0.58
C 2.790 0.851 0.334 0.22 0.58 -0.95
N 2.474 0.255 -0.829 0.90 0.40 1.24
C 3.448 0.522 -1.725 0.25 0.09 -0.36
C 4.418 1.304 -1.119 -0.82 -0.46 0.37
C 5.630 1.849 -1.691 0.72 0.26 -0.23
C 6.048 3.163 -1.446 -0.26 -0.28 -0.03
C 7.196 3.650 -2.039 0.24 0.13 -0.10
C 7.948 2.849 -2.884 -0.10 -0.01 0.07
C 7.540 1.548 -3.133 0.23 0.15 -0.16
C 6.397 1.051 -2.547 -0.30 0.06 0.33
C 3.204 0.241 -3.150 0.13 0.11 -0.24
C 2.277 1.070 -3.781 0.21 -0.01 0.05
C 1.967 0.876 -5.113 0.04 0.03 -0.12
C 2.570 -0.150 -5.820 0.04 0.03 0.02
C 3.491 -0.975 -5.198 0.08 0.00 -0.02
C 3.808 -0.786 -3.864 0.04 0.04 0.03
P 1.626 1.265 1.669 0.31 -1.64 0.23
C 0.144 1.526 0.660 -0.80 1.25 -0.77
N 0.063 1.384 -0.665 -0.07 0.59 1.31
C -1.149 1.844 -1.066 -0.43 0.69 0.47
C -1.849 2.309 0.042 1.03 -0.49 -0.64
N -0.993 2.132 1.124 0.60 -0.65 -0.85
C -1.282 2.289 2.515 -0.03 0.13 0.75
C -3.237 2.694 0.129 -1.02 0.29 0.19
C -4.163 2.082 -0.735 0.33 0.02 0.30
C -5.507 2.369 -0.648 -0.23 0.17 0.02
C -5.973 3.282 0.291 0.13 0.03 0.06
C -5.069 3.912 1.134 -0.43 0.10 0.06
C -3.719 3.627 1.058 0.37 -0.24 -0.26
C -1.490 1.875 -2.488 -0.08 -0.05 -0.55
C -2.211 2.941 -3.027 0.05 0.02 0.11
C -2.516 2.966 -4.375 -0.15 0.20 0.02
C -2.113 1.933 -5.207 0.05 -0.08 0.06
C -1.380 0.878 -4.690 -0.17 0.18 -0.23
C -1.063 0.863 -3.345 0.15 -0.35 0.34
C 1.162 -0.455 2.222 -0.94 0.46 0.16
N 0.299 -1.206 1.556 0.44 0.43 0.82
C -0.245 -2.078 2.433 0.34 0.22 0.62
C 0.273 -1.839 3.703 0.05 0.17 -0.81
N 1.155 -0.788 3.550 -0.14 -0.33 -0.35
C 2.060 -0.227 4.511 0.28 0.31 0.43
C -0.006 -2.511 4.952 0.04 -0.27 0.76
C -0.113 -1.799 6.152 -0.03 -0.07 -0.35
C -0.368 -2.456 7.339 -0.05 -0.04 0.27
C -0.538 -3.831 7.356 -0.01 0.05 -0.01
C -0.449 -4.547 6.170 -0.08 -0.05 0.19
C -0.186 -3.900 4.981 0.15 0.27 -0.13
C -1.326 -2.981 2.041 -0.40 -0.34 -0.05
C -1.236 -3.746 0.881 0.35 0.07 0.15
C -2.299 -4.526 0.466 -0.24 -0.26 -0.10
C -3.466 -4.553 1.214 0.03 -0.04 0.01
C -3.559 -3.810 2.379 -0.18 0.00 0.19
C -2.498 -3.027 2.794 0.07 0.07 0.03
H 4.275 3.190 1.371 0.12 -0.04 0.01
H 5.729 2.217 1.044 -0.08 -0.05 0.01
H 4.484 1.627 2.174 0.13 0.10 -0.12
H 5.453 3.818 -0.824 -0.05 0.00 0.03
H 7.502 4.670 -1.858 0.01 0.08 0.04
H 8.841 3.239 -3.349 0.08 0.03 -0.04
H 8.118 0.921 -3.795 0.05 -0.10 -0.07
H 6.083 0.037 -2.736 -0.01 -0.08 -0.02
H 1.806 1.868 -3.221 -0.07 -0.03 0.04
H 1.238 1.512 -5.590 -0.07 0.04 -0.04
H 2.303 -0.326 -6.850 -0.05 -0.04 -0.10
H 3.942 -1.787 -5.749 -0.03 -0.10 0.01
H 4.495 -1.464 -3.374 -0.06 -0.02 0.06
H -2.327 2.045 2.712 0.13 -0.03 0.01
H -1.073 3.310 2.851 -0.09 -0.10 0.00
H -0.640 1.602 3.077 -0.24 0.08 0.01
H -3.814 1.364 -1.459 0.03 -0.12 -0.06
H -6.202 1.879 -1.316 -0.01 -0.04 -0.05
H -7.029 3.507 0.359 -0.04 0.02 0.00
H -5.421 4.641 1.853 0.01 -0.01 0.00
H -3.031 4.149 1.709 0.03 0.02 0.01
H -2.527 3.749 -2.379 -0.03 0.09 -0.02
H -3.077 3.798 -4.778 -0.04 0.07 -0.02
H -2.376 1.949 -6.254 -0.02 0.00 -0.12
H -1.064 0.062 -5.323 0.08 -0.23 0.03
H -0.474 0.035 -2.948 -0.23 0.18 -0.28
H 2.230 -0.932 5.324 0.02 0.04 -0.07
H 1.663 0.707 4.925 0.08 -0.12 0.04
H 3.013 -0.008 4.024 -0.09 -0.06 0.11
H -0.032 -0.720 6.145 0.03 0.04 0.01
H -0.443 -1.887 8.257 -0.03 -0.01 0.03
H -0.753 -4.338 8.285 0.02 -0.06 0.06
H -0.585 -5.619 6.181 -0.01 -0.07 -0.05
H -0.117 -4.457 4.059 0.02 -0.05 -0.08
H -0.316 -3.724 0.312 0.05 -0.01 -0.20
H -2.222 -5.118 -0.437 0.17 0.07 -0.12
H -4.301 -5.157 0.887 -0.04 -0.04 -0.04
H -4.465 -3.834 2.972 -0.06 0.01 0.02
H -2.584 -2.434 3.695 -0.01 0.08 0.07
N -5.183 -0.491 1.392 -0.24 -0.09 0.05
C -4.355 -0.989 0.438 -0.12 -0.53 -0.23
N -4.844 -1.837 -0.461 -0.31 0.31 0.22
N -3.107 -0.611 0.507 -0.80 0.76 1.24
C -2.124 -0.941 -0.225 1.82 -0.82 -1.84
N -1.154 -1.142 -0.838 -1.96 0.20 1.08
H -6.177 -0.541 1.252 0.06 0.06 0.01
H -4.827 0.270 1.943 0.02 0.01 -0.08
H -5.807 -2.124 -0.442 0.02 0.01 0.09
H -4.237 -2.241 -1.178 0.54 -0.23 -0.39
Se -0.352 -5.886 -2.686 0.19 0.54 0.12
Sb -0.406 -3.446 -3.141 -0.16 -1.50 -0.99
Se 1.546 -2.644 -1.602 0.13 -1.59 -0.33
Se -2.823 -2.883 -2.986 -0.18 0.36 0.13
Se 0.213 -2.888 -5.463 0.05 0.22 0.46


| no. | HOMO (eV) |
| --- | --- |
| 1 | -4.824 |
| 2 | -2.717 |